(1)
This record from the Open Molecules 2025 dataset describes a single C6H4 molecule at a distorted geometry. The level of theory is ωB97M-V/def2-TZVPD.

## Properties
Energy relative to the best compared isomer or geometry (same formula, charge and spin): 343.39 kJ/mol
Orbital gap (alpha / beta): 6.90 / 6.90 eV

Each line ends with the natural charge from an NBO analysis.
Cartesian coordinates (Å):
C (-0.559, 1.358, -0.189)  -0.03
C (0.174, -1.103, -0.146)  0.05
C (-1.092, -1.508, -0.222)  -0.43
C (-1.884, -0.391, 0.079)  0.24
C (-1.782, 0.861, 0.149)  -0.21
C (0.539, 0.337, -0.035)  -0.61
H (1.103, 0.495, 0.852)  0.29
H (1.201, 0.617, -0.792)  0.26
H (-0.037, 2.234, -0.455)  0.21
H (-1.535, -2.422, -0.621)  0.22

Cartesian forces, eV/Å:
-0.09 -1.49 1.78
2.31 1.02 -0.06
-2.99 -0.58 0.06
0.24 -1.48 -0.94
0.81 2.29 -0.27
-2.01 -1.83 -0.31
0.47 0.23 1.14
1.65 -0.01 -1.49
-0.94 1.91 -0.42
0.54 -0.05 0.50

---

(2)
This record from the Open Molecules 2025 dataset describes a single C6H4 molecule at a distorted geometry. The level of theory is ωB97M-V/def2-TZVPD.

## Properties
Energy relative to the best compared isomer or geometry (same formula, charge and spin): 641.83 kJ/mol
Orbital gap (alpha / beta): 4.29 / 4.31 eV

Each line ends with the natural charge from an NBO analysis.
Cartesian coordinates (Å):
C (0.514, 1.159, -0.460)  -0.12
C (0.168, 0.123, 0.150)  0.35
C (0.821, 2.335, -1.061)  -0.17
C (-1.030, -2.411, 0.180)  -0.40
C (-1.415, -3.518, 0.122)  -0.12
C (-0.333, -1.010, 0.748)  -0.58
H (-1.013, -0.634, 1.540)  0.27
H (0.139, 3.148, -0.906)  0.24
H (1.718, 2.276, -1.515)  0.22
H (0.431, -1.469, 1.201)  0.30

Cartesian forces, eV/Å:
-0.19 0.84 0.22
-0.23 0.54 -2.31
-2.76 -2.74 2.81
3.51 9.10 0.70
-2.26 -6.34 -0.45
-4.33 -0.38 -0.06
-0.02 -0.41 -0.40
0.16 0.56 -0.38
2.79 0.88 -2.00
3.34 -2.05 1.88

---

(3)
This record from the Open Molecules 2025 dataset describes 13 unconnected molecules or ions with the total composition C6H42N2O12 at a distorted geometry. The level of theory is ωB97M-V/def2-TZVPD.

## Properties
Net charge: +1
Multiplicity: 2
Orbital gap (alpha / beta): 1.95 / 10.57 eV

Each line ends with the Löwdin spin population.
Cartesian coordinates (Å):
O (1.373, 1.345, 4.582)  0.03
O (3.691, -2.690, 0.586)  0.01
O (-0.263, 2.779, 2.887)  0.04
O (-5.542, -1.468, -0.947)  0.04
O (-4.585, 0.919, -0.083)  0.05
O (-2.873, 0.500, 1.872)  0.03
O (3.428, 1.841, 0.080)  0.01
O (1.819, 2.350, -4.494)  0.03
O (1.259, -3.914, 2.358)  0.01
O (-3.262, 1.703, -2.366)  0.08
O (0.881, 0.279, 2.036)  0.02
O (3.908, -0.251, 1.765)  0.01
N (-0.615, 2.163, -2.853)  0.05
N (-0.492, -2.304, 1.083)  0.01
C (-0.381, -0.886, -1.003)  0.02
C (-0.407, -3.472, -1.087)  0.01
C (1.320, 0.832, -1.934)  0.02
C (0.052, -2.207, -0.328)  0.01
C (0.669, -0.525, -2.096)  0.02
C (0.367, 2.024, -1.738)  0.07
H (3.788, -1.772, 0.326)  0.00
H (-0.188, 2.137, -0.790)  0.03
H (0.315, 2.818, 3.688)  0.01
H (1.403, -4.342, 3.206)  0.00
H (0.687, 0.274, 2.988)  0.01
H (0.485, -4.096, -1.271)  0.00
H (0.785, 1.218, 1.795)  0.01
H (-3.644, 0.587, 1.252)  0.01
H (-0.476, -0.080, -0.259)  0.01
H (4.567, -0.563, 2.383)  0.00
H (2.004, 0.845, -2.787)  0.00
H (-1.439, 1.568, -2.620)  0.01
H (3.423, 2.623, 0.636)  0.01
H (1.831, 2.258, -5.454)  0.01
H (2.278, 3.183, -4.335)  0.01
H (0.162, -0.512, -3.071)  0.01
H (-2.910, 1.349, 2.337)  0.01
H (3.027, -0.015, 2.083)  0.00
H (-5.392, -1.582, -1.893)  0.02
H (3.795, 1.127, 0.625)  0.00
H (-3.943, 2.093, -2.932)  0.02
H (0.215, -2.818, 1.652)  0.00
H (-0.392, -1.310, 1.420)  0.00
H (-0.760, -3.335, -2.101)  0.00
H (-0.775, 3.588, 3.005)  0.01
H (-1.047, 3.136, -2.858)  0.08
H (2.146, 1.843, 4.873)  0.01
H (1.128, -2.211, -0.152)  0.00
H (-3.793, 1.384, -1.596)  0.01
H (1.384, -1.322, -2.133)  0.00
H (-1.477, -2.440, 1.287)  0.01
H (0.764, 1.163, 5.301)  0.01
H (3.396, -2.709, 1.493)  0.00
H (-5.216, 1.465, 0.416)  0.01
H (1.903, -4.247, 1.724)  0.00
H (1.075, 2.880, -1.800)  0.02
H (-1.319, -1.002, -1.566)  0.02
H (-1.091, -4.080, -0.479)  0.00
H (-0.245, 2.019, -3.790)  0.02
H (-5.155, 0.134, -0.271)  0.01
H (1.893, 0.855, -0.989)  0.00
H (-6.411, -1.858, -0.786)  0.01

Cartesian forces, eV/Å:
0.02 -0.09 -0.48
-0.19 -1.12 -0.81
0.46 0.59 1.08
-0.21 -0.13 0.04
-1.46 -0.20 0.22
-0.56 0.25 -0.02
-0.09 0.15 -0.11
-0.15 0.11 -0.35
0.14 0.16 -0.14
-0.67 -0.32 0.32
0.19 -0.26 -0.19
0.15 0.28 -1.19
-1.42 1.02 0.91
1.14 3.12 0.69
0.49 -0.27 -0.51
1.57 -0.74 0.16
-0.16 -1.00 1.46
-1.70 -0.22 -0.48
-1.66 0.34 0.22
1.98 0.83 -1.15
0.00 0.27 0.43
0.28 -0.54 -0.43
-0.39 -0.50 -0.89
0.09 -0.13 0.04
0.15 0.26 -0.19
-0.28 -0.04 0.32
-0.21 -0.24 0.15
1.00 -0.33 0.27
-0.05 -0.28 -0.24
-0.38 0.13 0.66
-0.11 1.12 0.33
0.08 0.20 -0.70
0.10 0.10 0.08
0.03 -0.04 -0.02
0.05 0.06 0.09
0.08 -0.28 0.07
0.39 -0.26 0.07
-0.06 -0.26 0.82
0.06 0.05 -0.07
0.18 0.13 0.03
0.24 0.08 -0.21
-1.03 -0.48 0.17
0.22 -0.56 0.04
-0.56 0.52 0.06
-0.21 0.00 -0.46
0.49 -0.86 0.09
-0.18 -0.17 0.47
0.02 0.09 -0.18
0.52 0.23 -0.13
0.77 -0.27 -0.21
-0.14 -0.89 -0.50
0.30 0.22 0.48
0.06 0.55 0.34
0.29 0.42 -0.23
0.13 -0.26 0.08
-0.78 -0.17 0.12
-0.13 -0.10 0.81
-0.01 0.27 -0.42
0.42 -0.27 0.03
0.59 -0.12 -0.31
0.08 -0.12 -0.59
0.04 -0.01 0.03